Record 1
This record from OMol25 describes a 2-piece molecular cluster, C8H16N2 overall at a distorted geometry. The level of theory is wB97M-V/def2-TZVPD.

Properties
Orbital gap (spin up / spin down) ... 0.34708 / 0.22268 hartree
Spin multiplicity ... 2
<S²> ... 0.764
Total charge ... +1
HOMO energy (spin up / spin down) ... -13.8064 / -13.8070 eV

Each line ends with the Mulliken spin population.
CARTESIAN COORDINATES (ANGSTROEM)
C 0.815 2.635 1.653  0.025
C -1.658 2.162 -0.855  0.341
C -0.373 2.358 0.834  0.300
C -1.730 2.368 1.320  0.342
N -0.386 2.305 -0.491  -0.077
N -2.500 2.310 0.241  -0.006
H -1.984 1.598 -1.715  0.020
H -3.496 2.484 0.192  -0.004
H -2.111 2.249 2.320  0.006
H 1.665 3.104 1.165  0.005
H 1.269 1.668 1.918  0.035
H 0.514 3.193 2.538  0.007
C 0.736 -2.005 -0.210  0.000
C -0.668 -1.642 -0.721  -0.002
C 1.115 -3.467 -0.544  0.000
C 1.739 -1.027 -0.870  0.000
H 0.728 -1.846 0.870  0.000
H -0.964 -0.767 -0.132  0.006
H -1.400 -2.439 -0.664  0.000
H 1.618 -3.551 -1.498  0.000
H 1.774 -3.787 0.261  0.000
H 0.234 -4.079 -0.555  0.000
H 1.595 -0.022 -0.470  0.000
H 2.732 -1.464 -0.892  0.000
H 1.408 -0.945 -1.909  0.000
H -0.673 -1.392 -1.786  0.000

Atomic forces in eV per Å
0.3 -0.8 0.3
0.8 -0.6 0.9
0.7 1.4 -0.3
-0.4 -0.6 0.1
-0.5 -0.7 -0.6
-0.1 0.2 -0.2
-0.2 0.7 -0.6
-0.1 -0.5 0.1
-0.1 0.5 0.1
-0.5 0.4 -0.5
-0.3 0.0 0.5
0.2 -0.2 0.2
-0.1 -0.1 -1.1
0.3 0.2 0.0
0.1 1.1 0.9
-1.3 -0.6 -0.3
0.1 -0.3 0.1
-0.5 0.0 -0.2
-0.2 -0.1 0.6
0.1 0.0 -0.2
0.2 -0.4 -0.3
-0.3 -0.5 0.1
0.7 0.0 0.2
0.3 0.6 0.4
0.3 0.0 -0.1
0.2 0.2 0.0

Record 2
This record from OMol25 describes the molecule C4H11N2O at a distorted geometry. The level of theory is wB97M-V/def2-TZVPD.

Properties
Orbital gap (spin up / spin down) ... 0.37946 / 0.25514 hartree
Spin multiplicity ... 2
<S²> ... 0.755
Total charge ... 0
HOMO energy (spin up / spin down) ... -9.3215 / -9.2784 eV

Each line ends with the Mulliken spin population.
CARTESIAN COORDINATES (ANGSTROEM)
C 0.359 -0.304 -1.499  -0.002
N 0.727 -1.675 -1.085  0.005
C 0.330 0.671 -0.250  -0.007
C 0.857 2.104 -0.632  0.001
N -0.974 0.797 0.462  0.046
C -1.282 -0.597 1.214  -0.015
O -0.270 -1.104 1.877  0.830
H -0.639 -0.224 -1.963  -0.001
H 1.195 0.159 -2.046  0.001
H 1.720 -1.555 -0.894  0.001
H 0.397 -1.951 -0.174  -0.001
H 1.131 0.397 0.441  0.003
H 1.457 2.503 0.168  0.001
H -0.052 2.734 -0.737  -0.001
H 1.362 2.061 -1.593  0.000
H -0.815 1.265 1.369  0.010
H -2.176 -0.418 1.854  0.043
H -1.571 -1.147 0.309  0.087

Atomic forces in eV per Å
-0.5 1.1 2.7
1.0 0.4 -0.9
0.8 1.3 -0.1
-2.4 -0.5 -0.2
0.4 -2.1 2.1
-0.6 2.6 -1.8
0.3 -0.6 0.2
0.6 -0.2 -0.3
-0.7 -0.8 -0.6
0.1 -0.6 -0.2
-0.6 0.2 0.1
-0.2 -1.0 0.0
0.4 0.2 0.1
0.7 0.0 -0.1
0.3 0.3 0.1
0.3 0.9 -1.0
0.3 -0.2 -0.4
-0.1 -1.0 0.4

Record 3
This record from OMol25 describes C54H64MgN7O2Se as an isolated structure at a distorted geometry. The level of theory is wB97M-V/def2-TZVPD.

Properties
Orbital gap ... 0.21302 hartree
Spin multiplicity ... 1
Total charge ... -1
HOMO energy ... -3.5121 eV

Each line ends with the Löwdin charge.
CARTESIAN COORDINATES (ANGSTROEM)
Mg -0.526 -0.317 -0.125  0.553
O 0.384 -1.767 0.588  -0.226
C 1.489 -2.518 0.232  -0.463
C 2.558 -1.567 -0.411  -0.024
C 2.162 -0.849 -1.684  -0.237
C 2.921 -1.009 -2.837  -0.048
C 2.519 -0.407 -4.013  -0.052
C 1.355 0.341 -4.025  -0.020
C 0.646 0.494 -2.848  -0.218
C -0.656 1.260 -2.815  -0.051
C -1.898 0.319 -2.669  -0.471
O -1.831 -0.339 -1.464  -0.242
C -1.921 -0.695 -3.837  -0.129
C -1.887 -2.054 -3.554  -0.004
C -1.891 -2.994 -4.585  -0.085
C -1.922 -2.583 -5.911  -0.102
C -1.959 -1.221 -6.202  -0.094
C -1.962 -0.290 -5.172  -0.041
C -3.206 1.149 -2.739  -0.139
C -4.365 0.554 -2.234  -0.030
C -5.585 1.212 -2.270  -0.078
C -5.677 2.493 -2.816  -0.106
C -4.536 3.097 -3.315  -0.093
C -3.310 2.429 -3.277  -0.051
N 1.054 -0.073 -1.685  0.158
C 2.226 -3.166 1.428  -0.166
C 3.134 -4.209 1.228  -0.048
C 3.865 -4.733 2.285  -0.096
C 3.704 -4.214 3.567  -0.105
C 2.805 -3.177 3.773  -0.065
C 2.064 -2.660 2.708  -0.016
C 0.956 -3.655 -0.673  -0.124
C 0.977 -3.648 -2.062  -0.011
C 0.337 -4.643 -2.803  -0.106
C -0.353 -5.660 -2.168  -0.106
C -0.399 -5.673 -0.773  -0.081
C 0.249 -4.689 -0.046  -0.042
H 2.725 -0.824 0.378  0.122
H 3.496 -2.097 -0.580  0.118
H 3.809 -1.627 -2.797  0.116
H 3.095 -0.539 -4.922  0.106
H 0.992 0.805 -4.933  0.111
H -0.655 1.872 -1.912  0.092
H -0.718 1.909 -3.685  0.103
H -1.832 -2.360 -2.514  0.112
H -1.867 -4.053 -4.343  0.089
H -1.912 -3.314 -6.714  0.093
H -1.988 -0.886 -7.234  0.094
H -2.021 0.768 -5.412  0.111
H -4.283 -0.440 -1.806  0.109
H -6.469 0.730 -1.868  0.098
H -6.629 3.010 -2.847  0.093
H -4.590 4.096 -3.736  0.096
H -2.432 2.938 -3.654  0.101
H 3.265 -4.622 0.230  0.117
H 4.564 -5.543 2.109  0.092
H 4.285 -4.608 4.395  0.092
H 2.696 -2.743 4.760  0.096
H 1.394 -1.823 2.863  0.082
H 1.478 -2.859 -2.603  0.092
H 0.382 -4.607 -3.886  0.096
H -0.858 -6.426 -2.744  0.093
H -0.943 -6.455 -0.253  0.097
H 0.206 -4.709 1.039  0.122
C -2.227 5.569 2.274  -0.079
C -2.707 4.133 2.488  -0.221
N -1.672 3.098 2.378  -0.072
C -1.099 2.661 3.656  -0.243
C -0.403 3.783 4.416  -0.083
C -1.319 2.564 1.176  -0.395
C -1.922 3.200 -0.059  0.008
N -0.543 1.546 0.951  0.103
H -3.075 6.230 2.073  0.075
H -1.537 5.631 1.430  0.073
H -1.701 5.944 3.152  0.059
H -3.527 3.904 1.814  0.108
H -3.116 4.039 3.493  0.116
H -0.352 1.895 3.480  -0.009
H -1.907 2.234 4.261  0.115
H 0.335 4.271 3.775  0.079
H 0.144 3.356 5.259  0.075
H -1.113 4.524 4.803  0.061
H -2.413 4.150 0.112  0.059
H -2.643 2.511 -0.509  0.085
H -1.119 3.359 -0.775  0.083
H -0.107 1.169 1.810  -0.033
C 5.030 0.193 8.545  -0.074
C 4.344 0.433 7.221  -0.301
C 5.020 0.986 6.142  -0.044
C 4.400 1.245 4.921  -0.317
C 5.231 1.832 3.812  -0.124
C 3.022 0.956 4.735  -0.566
Se 2.179 1.333 3.049  0.592
C 2.336 0.376 5.836  -0.307
C 0.882 -0.033 5.780  -0.090
C 3.004 0.133 7.038  -0.051
H 6.116 0.163 8.426  0.065
H 4.715 -0.754 8.994  0.068
H 4.802 0.985 9.266  0.070
H 6.078 1.224 6.251  0.102
H 6.262 1.991 4.150  0.063
H 4.809 2.779 3.466  0.053
H 5.233 1.176 2.939  0.059
H 0.442 0.240 4.826  -0.002
H 0.313 0.437 6.588  0.074
H 0.773 -1.117 5.901  0.075
H 2.448 -0.320 7.860  0.112
C -3.395 -0.105 1.477  -0.156
N -2.242 -1.021 1.357  -0.105
C -2.729 -2.279 0.705  -0.146
N -3.812 -2.910 1.469  -0.080
C -4.911 -1.944 1.584  -0.175
N -4.501 -0.695 2.247  -0.079
C -3.984 -1.051 3.579  -0.176
N -2.859 -1.991 3.520  -0.078
C -1.780 -1.382 2.726  -0.142
C -3.314 -3.200 2.820  -0.170
H -3.735 0.151 0.472  0.113
H -3.069 0.802 1.983  0.112
H -1.882 -2.961 0.616  0.116
H -3.086 -2.023 -0.293  0.112
H -5.720 -2.395 2.162  0.118
H -5.283 -1.708 0.585  0.120
H -4.791 -1.501 4.158  0.117
H -3.657 -0.141 4.086  0.118
H -0.944 -2.070 2.629  0.113
H -1.435 -0.478 3.234  0.119
H -4.113 -3.663 3.399  0.117
H -2.480 -3.900 2.744  0.125

Atomic forces in eV per Å
0.0 0.5 0.4
0.7 -0.9 0.5
-0.3 0.1 -0.3
-0.3 0.1 -0.1
-0.5 0.3 0.4
0.2 0.1 -0.1
0.1 0.0 0.0
0.1 0.0 -0.1
-0.2 -0.2 0.6
0.3 -0.3 0.3
0.1 -0.2 0.2
-0.7 0.4 -0.8
0.0 0.1 0.0
0.1 -0.1 -0.1
-0.1 0.1 0.0
0.0 0.1 0.1
0.0 0.0 0.1
-0.1 0.0 0.0
0.1 -0.1 -0.1
0.0 0.0 0.0
0.0 0.1 0.0
0.1 -0.1 0.1
0.1 -0.1 0.0
-0.1 0.0 0.0
0.2 -0.2 -0.6
0.0 0.2 -0.1
0.0 0.0 0.0
-0.1 0.1 0.0
-0.1 0.1 -0.1
0.0 0.0 -0.2
0.1 0.0 0.2
-0.1 0.1 0.0
0.0 -0.1 -0.1
0.1 0.0 0.1
0.0 0.1 0.1
0.0 0.1 0.0
0.0 0.0 0.0
0.1 0.0 -0.1
0.1 0.0 -0.1
0.0 0.0 0.0
0.0 0.0 0.0
0.0 0.0 0.0
0.0 0.1 -0.2
0.0 0.0 -0.1
0.0 0.0 -0.1
0.0 0.2 0.0
0.0 0.1 0.1
0.0 0.0 0.1
0.0 0.0 0.0
0.0 0.1 0.0
0.0 0.0 0.0
0.0 0.0 0.0
0.0 0.0 0.0
-0.1 0.0 0.0
0.0 0.0 0.1
0.0 0.0 0.0
0.0 0.0 0.0
0.0 0.0 0.0
0.0 0.0 0.0
-0.1 -0.1 0.0
0.0 0.0 0.1
0.0 0.0 0.0
0.0 0.0 0.0
0.0 0.0 -0.1
0.1 0.0 0.0
0.2 -0.1 0.1
0.1 0.2 0.1
-0.1 0.1 -0.1
0.0 0.0 0.0
0.0 -0.3 -0.4
-0.1 -0.1 0.1
0.0 0.1 0.9
0.0 -0.1 0.0
-0.1 0.0 0.0
0.0 0.0 0.0
-0.1 -0.1 -0.1
-0.1 0.0 0.1
0.1 -0.1 0.0
0.0 0.0 0.1
-0.1 0.0 0.0
-0.1 0.0 0.0
0.1 -0.1 0.0
0.0 0.0 0.0
0.1 0.0 0.0
0.0 0.0 0.0
-0.1 0.3 -0.2
0.0 0.0 0.0
0.1 0.0 0.1
0.0 0.0 -0.1
-0.2 0.0 0.1
0.0 0.0 0.0
0.1 -0.2 0.4
0.2 -0.1 0.1
0.2 0.0 -0.1
0.1 0.0 -0.1
-0.1 0.0 -0.1
0.0 0.0 0.0
0.0 0.1 0.0
0.0 0.0 0.0
-0.1 0.0 0.0
-0.1 0.0 -0.1
0.0 0.0 0.0
0.0 0.0 0.0
0.0 0.0 -0.1
0.0 0.0 0.0
0.0 0.0 0.0
0.0 0.1 -0.1
0.1 -0.3 0.0
-0.2 -0.4 0.0
0.0 0.2 0.2
0.1 0.2 0.1
0.2 0.0 0.1
0.2 -0.2 0.0
0.1 -0.1 -0.2
0.0 0.0 -0.2
-0.3 0.1 -0.2
0.1 0.2 -0.1
0.0 0.0 0.0
0.0 0.1 0.1
0.0 0.0 0.0
0.0 0.0 0.0
0.0 0.0 0.0
0.0 0.0 0.0
0.0 0.0 0.0
0.0 0.0 0.0
0.0 -0.1 0.0
0.0 0.0 0.0
-0.1 0.0 0.1
0.0 0.0 0.0

Record 4
This record from OMol25 describes a 2-piece molecular cluster, C10H19FNO4S overall. The level of theory is wB97M-V/def2-TZVPD.

Properties
Orbital gap ... 0.33060 hartree
Spin multiplicity ... 1
Total charge ... +1
HOMO energy ... -11.5791 eV

Each line ends with the Löwdin charge.
CARTESIAN COORDINATES (ANGSTROEM)
C -4.630 -0.445 -1.368  -0.157
C -4.468 0.967 -0.824  -0.503
S -2.720 1.505 -0.846  0.895
C -2.377 1.752 0.922  -0.396
C -0.914 1.569 1.286  -0.368
C 0.010 2.509 0.478  -0.061
N 1.142 1.732 -0.104  0.072
C 0.589 0.611 -0.927  -0.090
C -0.116 -0.357 0.020  -0.170
O -0.448 0.237 1.262  -0.077
H -4.441 -0.466 -2.439  0.073
H -3.912 -1.110 -0.893  0.063
H -5.638 -0.809 -1.183  0.077
H -4.811 1.036 0.205  0.072
H -5.009 1.694 -1.422  0.067
H -2.658 2.771 1.194  0.095
H -2.975 1.069 1.520  0.098
H -0.834 1.856 2.335  0.157
H -0.519 2.973 -0.351  0.113
H 0.413 3.294 1.111  0.142
H 1.721 2.347 -0.668  0.189
H 1.718 1.315 0.635  0.140
H -0.073 1.046 -1.669  0.105
H 1.414 0.105 -1.421  0.131
H 0.557 -1.172 0.261  0.114
H -0.991 -0.772 -0.480  0.110
C 4.769 -2.999 0.749  -0.014
C 3.706 -3.183 -0.317  -0.290
O 2.821 -2.088 -0.052  0.119
C 3.512 -1.136 0.611  -0.540
O 3.100 -0.033 0.822  0.151
O 4.708 -1.580 0.987  0.106
F 3.024 -4.334 -0.187  0.101
H 4.497 -3.527 1.663  0.152
H 5.767 -3.283 0.434  0.148
H 4.067 -3.096 -1.342  0.177

Atomic forces in eV per Å
0.2 0.2 0.0
0.2 0.0 0.0
-0.1 0.0 0.0
-0.1 0.2 -0.1
-0.1 0.1 0.0
-0.1 0.1 0.0
-0.5 -0.1 0.1
0.2 -0.1 0.0
-0.2 -0.2 -0.2
0.2 0.0 0.1
0.0 0.0 -0.1
-0.1 -0.1 0.1
-0.1 0.0 0.0
0.0 0.1 0.0
-0.2 0.0 0.0
-0.1 0.0 0.1
0.0 -0.1 0.0
0.1 -0.1 0.1
0.0 0.0 -0.1
0.1 0.0 0.0
0.2 0.0 0.0
0.3 -0.1 0.0
-0.1 0.1 0.0
0.1 0.1 -0.1
0.0 -0.1 0.1
-0.1 0.1 0.0
0.0 0.0 0.0
0.0 0.0 0.0
0.1 0.1 -0.2
0.1 -0.2 0.1
-0.1 0.2 -0.1
0.0 -0.1 0.1
0.0 0.0 0.1
0.0 0.0 0.0
0.0 0.1 0.0
0.0 -0.1 0.0

Computed values of energy above the lowest of the compared OMol25 structures with the same formula, charge and spin (unit: kcal per mole) for the preceding records, in sequence: 13.6; 46.2; 9.5; 0.0.
Computed values of electronic energy (unit: Eh) for the preceding records, in sequence: -423.60704; -343.62514; -5231.66262; -1245.98170.